w | Below is the ion C3H7N2O2 with charge +1, with properties calculated with ωB97M-V/def2-TZVPD.

As for the SMILES: C[N+](/C=[NH+]\[O-])=C\O. Its HOMO-LUMO gap (spin up / spin down) is 9.01 / 9.01 eV.

Geometry as ORCA input:
```
! RIJCOSX wB97M-V def2-TZVPD def2/J DEFGRID3
* xyz 1 1
C 0.13921 -0.82102 1.01682
N 0.07312 0.10851 -0.08890
C -1.12586 0.01042 -0.83435
N -1.35838 0.48580 -2.00248
O -0.79159 1.16473 -2.84070
C 0.94973 1.01529 -0.30282
O 2.09656 0.90930 0.30483
H -0.28251 -1.76379 0.87027
H 1.20611 -1.26453 1.21080
H -0.28519 -0.35560 1.90837
H -1.72273 -0.74475 -0.43131
H -2.22405 0.06229 -2.33885
H 0.84972 1.78207 -1.02205
H 2.45202 1.75192 0.43882
*
```

x | Below is the ion C3H7N2O2 with charge +1, with properties calculated with ωB97M-V/def2-TZVPD.

As for the SMILES: OC1=CN[C@@H](O)[NH2+]1. Its HOMO-LUMO gap is 9.84 eV.

Geometry as ORCA input:
```
! RIJCOSX wB97M-V def2-TZVPD def2/J DEFGRID3
* xyz 1 1
O -2.40204 -0.50619 0.49874
C -1.30668 0.02017 0.07017
C -0.71278 1.18360 0.05872
N 0.61280 1.35012 -0.44429
C 1.16028 -0.08916 -0.42673
O 1.72908 -0.18275 0.82944
N 0.04144 -1.08612 -0.35496
H -3.14467 0.04572 0.25419
H -1.27381 2.09815 0.27366
H 1.23103 1.90631 0.23320
H 1.85801 -0.42564 -1.13607
H 2.14948 -1.03553 0.97381
H 0.22281 -1.72635 0.40856
H -0.16495 -1.55232 -1.23845
*
```

Q: Which of them is the least stable? A: w.

w | Below is the ion C5H10N3OS with charge +1, with properties calculated with ωB97M-V/def2-TZVPD.

Its HOMO-LUMO gap is 7.38 eV.

Geometry as ORCA input:
```
! RIJCOSX wB97M-V def2-TZVPD def2/J DEFGRID3
* xyz 1 1
C -1.61133 0.05521 -0.74941
C -3.72809 1.07063 -0.05887
C 0.47983 1.02078 -0.77318
C 0.27940 -1.44571 -0.75875
C -0.10606 -0.15781 1.37074
N -2.93205 -1.71857 0.03719
N -2.35197 1.02908 -0.24519
N -0.22210 -0.17498 -0.16443
O -4.57422 1.88689 0.08939
S -4.16199 -0.96651 0.00412
H 1.46701 1.00827 -0.31612
H 0.33137 0.73042 -1.80888
H 0.03506 1.92110 -0.43318
H 1.29753 -1.32794 -0.89043
H 0.01802 -2.27138 -0.15780
H -0.21276 -1.41455 -1.77275
H -0.85883 0.36964 1.77445
H -0.49385 -1.10228 1.71260
H 0.90231 -0.06472 1.63377
H -1.81915 1.74409 0.45844
*
```

x | Below is a cluster of 2 separate species, C5H10N3OS in total, with properties calculated with ωB97M-V/def2-TZVPD.

Its HOMO-LUMO gap is 7.22 eV.

Geometry as ORCA input:
```
! RIJCOSX wB97M-V def2-TZVPD def2/J DEFGRID3
* xyz 1 1
C 1.89983 -0.27128 -1.03786
C 0.84106 0.02371 -1.85556
C 1.67314 -0.35615 0.35885
C -0.66530 0.08207 -0.02074
C -1.85196 0.81685 0.54542
N -0.37862 0.24039 -1.35151
N 0.42434 -0.12088 0.80806
N 2.64147 -0.62174 1.22049
O -1.51484 2.18856 0.50056
S -1.84870 -2.28961 -0.03427
H 2.88436 -0.43843 -1.43664
H 0.95813 0.10423 -2.92595
H -2.03730 0.47964 1.57415
H -2.74224 0.60358 -0.06082
H -1.16050 0.43368 -1.96567
H 0.22474 -0.18390 1.79966
H 3.58163 -0.77996 0.89229
H 2.46602 -0.70790 2.20927
H -2.27611 2.71852 0.76145
H -3.11915 -1.92138 0.01881
*
```

Q: Which of them is the least stable? A: w.

w | Below is a cluster of 2 separate species, C2H6N2O3S in total, with properties calculated with ωB97M-V/def2-TZVPD.

Its HOMO-LUMO gap is 9.85 eV.

Geometry as ORCA input:
```
! RIJCOSX wB97M-V def2-TZVPD def2/J DEFGRID3
* xyz 0 1
C 0.47945 0.63548 1.51836
C 1.09467 1.09890 0.22398
N -0.80215 0.66755 1.58657
N 0.58848 1.44625 -0.83601
O -0.14276 -1.41789 -2.47001
O -1.66039 -1.26241 -0.39211
O 0.86937 -1.34354 -0.15619
S -0.20214 -1.94599 -0.87761
H 1.06569 0.17089 2.27340
H 2.17466 1.28069 0.37792
H -1.23605 0.29384 2.36674
H -0.45969 1.28523 -1.03947
H -0.05574 -0.49743 -2.78426
H -1.71340 -0.41158 0.20870
*
```

x | Below is a cluster of 2 separate species, C2H6N2O3S in total, with properties calculated with ωB97M-V/def2-TZVPD.

Its HOMO-LUMO gap is 8.75 eV.

Geometry as ORCA input:
```
! RIJCOSX wB97M-V def2-TZVPD def2/J DEFGRID3
* xyz 0 1
C 2.21068 -1.23133 -0.83728
C -1.66732 0.14007 -0.16723
N 1.28817 -1.85601 -0.29819
N 0.46264 -2.46387 0.19166
O 0.56776 1.41875 -0.70749
O -0.91809 2.34759 1.06909
O 0.43972 0.27885 1.40578
S -0.26302 1.04562 0.40539
H 2.69841 -1.59994 -1.78747
H -1.11386 2.28877 1.92081
H 2.09205 -0.18962 -0.57983
H -2.22636 0.03310 0.74359
H -2.20861 0.64323 -0.93578
H -1.36216 -0.85522 -0.42305
*
```

Q: Which of them is the least stable? A: x.

w | Below is the molecule C2H7NO, with properties calculated with ωB97M-V/def2-TZVPD.

As for the SMILES: NCCO. Its HOMO-LUMO gap is 10.23 eV.

Geometry as ORCA input:
```
! RIJCOSX wB97M-V def2-TZVPD def2/J DEFGRID3
* xyz 0 1
N -0.51008 -0.26168 1.51848
C 0.59832 -0.05401 0.54457
C 0.14645 -0.16705 -0.92474
O -0.89037 0.80821 -1.29287
H -0.78604 -1.24041 1.49011
H -1.25093 0.34001 1.27864
H 1.41031 -0.77113 0.75054
H 1.03027 0.94564 0.80791
H -0.33327 -1.16906 -1.11540
H 0.99236 -0.06517 -1.57719
H -0.40702 1.63465 -1.48007
*
```

x | Below is a cluster of 2 separate species, C2H7NO in total, with properties calculated with ωB97M-V/def2-TZVPD.

As for the SMILES: C=NC.O. Its HOMO-LUMO gap is 11.53 eV.

Geometry as ORCA input:
```
! RIJCOSX wB97M-V def2-TZVPD def2/J DEFGRID3
* xyz 0 1
C -0.56957 -0.56658 0.93577
N -0.56408 0.15241 -0.06940
C -0.22814 1.52903 0.32957
H -0.76794 -1.69445 0.72792
H -0.33140 -0.52301 1.95987
H -0.58197 1.78446 1.41665
H -0.67476 2.21907 -0.32580
H 0.79069 1.69816 0.30924
O 1.12904 -1.90168 -1.78602
H 0.70893 -1.48172 -1.02908
H 1.08920 -1.21570 -2.46871
*
```

y | Below is a cluster of 2 separate species, C2H7NO in total, with properties calculated with ωB97M-V/def2-TZVPD.

As for the SMILES: C=CN.O. Its HOMO-LUMO gap is 9.74 eV.

Geometry as ORCA input:
```
! RIJCOSX wB97M-V def2-TZVPD def2/J DEFGRID3
* xyz 0 1
C 1.55885 -1.06184 0.03887
C 0.85561 -0.14655 -0.62466
N 0.17818 0.92353 -0.01473
H 1.72640 -0.96783 1.10650
H 2.09016 -1.81737 -0.51906
H 0.41364 -0.34506 -1.59948
H 0.62953 1.41412 0.74487
H -0.25411 1.56034 -0.66112
O -2.63094 0.47405 0.52485
H -2.90868 -0.44308 0.43162
H -1.65865 0.40969 0.57235
*
```

z | Below is a cluster of 2 separate species, C2H7NO in total, with properties calculated with ωB97M-V/def2-TZVPD.

As for the SMILES: C=CO.N. Its HOMO-LUMO gap is 10.10 eV.

Geometry as ORCA input:
```
! RIJCOSX wB97M-V def2-TZVPD def2/J DEFGRID3
* xyz 0 1
C 2.23149 0.43095 0.23355
C 1.05273 0.25236 -0.35716
O 0.50552 -1.02050 -0.28726
H 2.72193 1.37506 0.41426
H 2.79067 -0.43242 0.58473
H 0.70545 0.88232 -1.17380
H -0.44038 -0.91479 -0.17925
N -2.59621 0.09666 0.21270
H -2.29737 -0.22614 1.12844
H -2.88145 -0.78640 -0.22102
H -1.79239 0.34291 -0.35517
*
```

Q: Which of them is the least stable? A: x.

w | Below is a cluster of 3 separate species, C4H10ClN2 in total, with properties calculated with ωB97M-V/def2-TZVPD.

Its HOMO-LUMO gap is 10.66 eV.

Geometry as ORCA input:
```
! RIJCOSX wB97M-V def2-TZVPD def2/J DEFGRID3
* xyz 1 1
C 2.00060 0.17411 -0.14232
C 3.02853 1.17628 -0.27223
C -2.32659 1.96142 0.44951
C -1.97811 0.79041 -0.06815
N 1.27304 -0.71378 -0.13295
N -0.67233 -2.67749 0.18669
Cl -2.94565 -0.67653 -0.18325
H 2.81270 2.25923 0.14105
H 4.05335 0.73269 0.15929
H 3.08059 1.46223 -1.35376
H -3.32136 2.10417 0.91880
H -1.75694 2.88100 0.46635
H -1.06403 0.54714 -0.71801
H 0.12259 -1.90578 -0.04731
H -0.70251 -3.25431 -0.62871
H -0.17473 -2.91103 1.03692
H -1.42918 -1.94975 0.18808
*
```

x | Below is a cluster of 2 separate species, C4H10ClN2 in total, with properties calculated with ωB97M-V/def2-TZVPD.

Its HOMO-LUMO gap is 9.21 eV.

Geometry as ORCA input:
```
! RIJCOSX wB97M-V def2-TZVPD def2/J DEFGRID3
* xyz 1 1
C 2.06635 -0.05597 0.25322
C -1.58226 -0.12220 1.08082
C -2.72249 0.86921 -0.93519
C -1.86687 -0.09506 -0.20051
N 3.09297 -0.22750 1.08749
N 2.01496 -0.55795 -0.92367
Cl -1.12246 -1.25494 -1.16897
H -0.92626 -0.88757 1.35189
H -2.16501 0.38964 1.79836
H 1.21594 0.60837 0.75988
H -3.66709 1.01825 -0.31348
H -3.02329 0.47443 -1.90180
H -2.28518 1.83541 -0.88944
H 3.02891 0.11710 2.01594
H 4.02180 -0.62861 0.84168
H 1.09130 -0.65808 -1.43679
H 2.82866 -0.82452 -1.41942
*
```

Q: Which of them is the least stable? A: w.

w | Below is a cluster of 2 separate species, C4H10ClN2 in total, with properties calculated with ωB97M-V/def2-TZVPD.

Its HOMO-LUMO gap is 5.68 eV.

Geometry as ORCA input:
```
! RIJCOSX wB97M-V def2-TZVPD def2/J DEFGRID3
* xyz 1 1
C 0.67566 1.53107 -0.89948
C -1.40810 -1.52367 0.54199
C -0.13042 -1.59117 1.38868
C 0.99602 -0.96737 0.77385
N -0.12782 1.30997 -1.95828
N 0.85067 2.76719 -0.29071
Cl 2.46506 -1.71334 0.48035
H -1.93190 -2.49225 0.79387
H -2.07859 -0.68803 0.75776
H -1.34361 -1.72691 -0.52086
H -0.43912 -1.32015 2.32276
H 0.04594 -2.72372 1.45041
H 0.93348 -0.08170 0.15850
H 0.17476 0.57181 -2.52727
H -0.54769 2.18007 -2.38668
H 1.32067 2.78699 0.60916
H 0.54500 3.68122 -0.69406
*
```

x | Below is a cluster of 2 separate species, C4H10ClN2 in total, with properties calculated with ωB97M-V/def2-TZVPD.

Its HOMO-LUMO gap is 10.92 eV.

Geometry as ORCA input:
```
! RIJCOSX wB97M-V def2-TZVPD def2/J DEFGRID3
* xyz 1 1
C -0.32740 -1.51024 0.05958
C 0.69577 1.60775 0.47333
C -0.66294 1.57774 -0.17410
C -1.42754 0.32830 0.26353
N 0.70394 -1.74454 0.83913
N -0.75912 -2.28700 -0.94172
Cl -2.98066 -0.06212 -0.49334
H 0.61133 1.13477 1.40304
H 1.40600 0.97619 -0.00376
H 1.06289 2.57355 0.64274
H -1.45702 2.21892 0.14792
H -0.52690 1.61499 -1.27014
H -1.59776 0.40249 1.27902
H 0.76576 -1.29804 1.76401
H 1.06017 -2.64629 0.63573
H -1.63161 -2.03674 -1.39055
H -0.13248 -2.98628 -1.49117
*
```

Q: Which of them is the least stable? A: w.